# 1
{
  "formula": "C21H35FIrP2",
  "method": "ωB97M-V/def2-TZVPD",
  "species": ["P", "P", "C", "C", "H", "H", "H", "H", "C", "H", "H", "H", "C", "H", "H", "H", "C", "H", "H", "H", "C", "H", "H", "H", "Ir", "C", "C", "C", "C", "C", "C", "C", "C", "C", "H", "H", "H", "H", "H", "H", "H", "H", "H", "H", "H", "H", "H", "H", "H", "F", "C", "C", "C", "C", "C", "C", "H", "H", "H", "H"],
  "coordinates": [[-0.89, 1.42, -0.99], [-1.84, -1.47, -0.51], [-0.37, 0.03, -1.99], [-1.35, -1.02, -2.29], [2.76, 0.74, -2.11], [0.42, 0.25, -2.72], [-2.27, -0.65, -2.81], [-0.98, -1.94, -2.79], [-0.83, -2.93, -0.25], [-0.96, -3.31, 0.78], [0.23, -2.63, -0.40], [-1.08, -3.76, -0.95], [-3.56, -1.89, -0.75], [-3.61, -2.32, -1.75], [-4.20, -0.99, -0.66], [-3.86, -2.59, 0.05], [0.37, 2.52, -2.38], [0.17, 3.58, -2.38], [0.07, 2.12, -3.36], [1.44, 2.34, -2.28], [-2.23, 2.33, -1.99], [-3.08, 1.69, -2.25], [-1.74, 2.70, -2.90], [-2.57, 3.21, -1.41], [-1.73, 0.23, 0.62], [2.96, -0.74, -0.71], [3.48, -0.05, -1.87], [4.91, 0.54, -1.70], [5.02, 1.64, -0.65], [3.90, 2.64, -0.68], [2.70, 2.43, -0.15], [2.30, 1.32, 0.81], [2.79, -0.16, 0.61], [-3.63, 1.01, 0.85], [2.80, -1.82, -0.78], [3.47, -0.74, -2.73], [5.23, 0.94, -2.66], [5.60, -0.29, -1.47], [5.12, 1.18, 0.33], [5.96, 2.17, -0.83], [4.14, 3.56, -1.20], [1.90, 3.15, -0.34], [1.18, 1.29, 0.81], [2.58, 1.59, 1.85], [3.70, -0.23, 1.22], [2.05, -0.82, 1.11], [-4.15, 0.06, 1.19], [-4.13, 1.51, 0.00], [-3.55, 1.73, 1.70], [-2.90, -2.39, 6.34], [-2.53, -2.08, 5.04], [-3.40, -2.35, 3.99], [-3.05, -1.89, 2.71], [-1.97, -1.06, 2.48], [-0.98, -1.05, 3.47], [-1.27, -1.46, 4.79], [-4.30, -2.95, 4.18], [-3.68, -2.25, 1.89], [0.03, -0.72, 3.24], [-0.57, -1.37, 5.62]],
  "lowdin_spin": [0.2137, 0.1137, 0.6650, 0.1041, 0.0351, 0.0334, 0.0340, 0.0023, 0.0373, 0.0011, 0.0047, 0.0055, 0.0131, 0.0008, 0.0002, 0.0008, 0.0490, 0.0017, 0.0072, 0.0064, 0.1082, 0.0010, 0.0070, 0.0034, 0.9245, 0.6196, 0.1173, 0.0731, 0.0614, 0.3487, 0.3440, 0.0837, 0.1419, 0.2856, 0.0328, 0.0000, 0.0072, -0.0001, 0.0218, 0.0023, 0.0122, 0.0093, 0.0203, 0.0281, 0.0407, 0.0172, 0.0363, 0.0262, 0.0235, 0.0056, 0.0159, 0.0073, 0.0403, 0.1571, 0.0348, 0.0024, 0.0007, 0.0031, 0.0063, 0.0001],
  "e_above_lowest_kj_mol": 256.84,
  "energy_ha": -1707.086066,
  "charge": 2,
  "multiplicity": 6,
  "e_lumo_ev": [-7.2, -10.6],
  "homo_energy_ev": [-12.7, -14.1]
}



# 2
{
  "formula": "C5H34N2O11",
  "method": "ωB97M-V/def2-TZVPD",
  "species": ["N", "C", "C", "C", "C", "C", "N", "H", "H", "H", "H", "H", "H", "H", "H", "H", "H", "H", "H", "H", "H", "O", "H", "H", "O", "H", "H", "O", "H", "H", "O", "H", "H", "O", "H", "H", "O", "H", "H", "O", "H", "H", "O", "H", "H", "O", "H", "H", "O", "H", "H", "O"],
  "coordinates": [[0.43, -0.91, -1.82], [0.33, -0.46, -3.22], [-0.63, 0.74, -3.16], [-1.30, 0.72, -1.83], [-0.69, -0.44, -0.98], [-1.60, -1.69, -0.83], [-2.40, -1.57, 0.43], [1.35, -0.76, -1.40], [1.30, -0.17, -3.64], [-0.08, -1.31, -3.85], [-1.26, 0.72, -4.09], [0.04, 1.60, -3.28], [-1.26, 1.69, -1.30], [-2.35, 0.44, -1.87], [-0.51, 0.16, -0.05], [-2.40, -1.72, -1.63], [-0.96, -2.56, -0.72], [-2.83, -2.43, 0.77], [-1.81, -1.26, 1.19], [-2.03, 2.47, 0.56], [-0.61, 3.04, 0.50], [-1.37, 2.93, 1.12], [-3.82, 3.09, -0.97], [-3.86, 1.57, -0.43], [-3.32, 2.37, -0.58], [3.03, -1.40, 3.07], [2.92, -0.09, 2.32], [2.63, -1.08, 2.25], [-5.15, 0.46, 0.77], [-3.83, -0.36, 0.39], [-4.68, 0.09, -0.01], [1.95, 1.68, -0.38], [1.80, 3.04, 0.40], [1.38, 2.45, -0.26], [3.60, -2.17, 0.85], [2.81, -3.13, 0.00], [3.61, -2.60, -0.05], [1.14, -1.06, 2.82], [0.52, -1.04, 4.22], [0.25, -1.19, 3.30], [3.31, 0.73, 0.70], [3.43, -0.57, -0.26], [3.40, 0.39, -0.19], [-0.33, 2.42, 2.40], [-0.03, 1.11, 3.11], [0.30, 2.02, 3.05], [3.25, 1.96, 3.12], [1.82, 1.77, 2.46], [2.79, 1.51, 2.40], [0.71, -4.37, -2.32], [0.45, -2.96, -1.61], [0.60, -3.90, -1.48]],
  "lowdin_spin": [0.6536, 0.0784, 0.0321, 0.0199, 0.0458, 0.0342, 0.0156, 0.0150, 0.0102, 0.0396, -0.0001, 0.0040, 0.0013, 0.0016, 0.0081, 0.0020, 0.0024, 0.0008, 0.0008, 0.0000, 0.0000, 0.0003, 0.0000, 0.0000, 0.0011, 0.0000, 0.0000, 0.0000, 0.0000, 0.0002, 0.0006, 0.0000, 0.0000, 0.0002, 0.0000, -0.0001, -0.0001, 0.0000, 0.0000, 0.0001, 0.0000, -0.0001, 0.0012, 0.0000, 0.0000, 0.0000, 0.0000, 0.0000, 0.0000, 0.0002, 0.0050, 0.0262],
  "e_above_lowest_kj_mol": 0.00,
  "energy_ha": -1147.749656,
  "charge": 1,
  "multiplicity": 2,
  "e_lumo_ev": [-2.6, -7.9],
  "homo_energy_ev": [-13.6, -13.5]
}



# 3
{
  "formula": "C12H48N24O12",
  "method": "ωB97M-V/def2-TZVPD",
  "species": ["N", "C", "N", "O", "H", "H", "H", "H", "N", "C", "N", "O", "H", "H", "H", "H", "N", "C", "N", "O", "H", "H", "H", "H", "N", "C", "N", "O", "H", "H", "H", "H", "N", "C", "N", "O", "H", "H", "H", "H", "N", "C", "N", "O", "H", "H", "H", "H", "N", "C", "N", "O", "H", "H", "H", "H", "N", "C", "N", "O", "H", "H", "H", "H", "N", "C", "N", "O", "H", "H", "H", "H", "N", "C", "N", "O", "H", "H", "H", "H", "N", "C", "N", "O", "H", "H", "H", "H", "N", "C", "N", "O", "H", "H", "H", "H"],
  "coordinates": [[-26.83, 24.56, -22.20], [-27.03, 24.66, -20.94], [-28.22, 24.32, -20.58], [-26.30, 25.01, -20.09], [-25.89, 24.86, -22.41], [-27.36, 23.87, -22.72], [-28.35, 24.17, -19.59], [-28.88, 23.97, -21.26], [-23.72, 21.64, -26.73], [-24.07, 21.01, -27.78], [-23.02, 20.64, -28.45], [-25.20, 20.70, -28.00], [-23.65, 21.18, -25.84], [-22.94, 22.29, -26.76], [-23.25, 20.05, -29.23], [-22.11, 21.06, -28.29], [-21.85, 29.34, -18.17], [-21.47, 28.66, -19.27], [-21.35, 29.50, -20.24], [-21.01, 27.56, -19.17], [-21.56, 28.98, -17.27], [-21.98, 30.31, -18.43], [-21.51, 30.50, -20.18], [-21.13, 28.97, -21.06], [-12.77, 30.50, -21.44], [-13.99, 30.65, -21.82], [-14.46, 29.70, -22.50], [-14.78, 31.46, -21.31], [-12.48, 29.60, -21.80], [-12.33, 30.94, -20.64], [-13.81, 29.17, -23.06], [-15.43, 29.68, -22.81], [-23.42, 27.77, -29.05], [-24.14, 27.19, -29.95], [-23.44, 26.33, -30.58], [-25.32, 27.43, -30.22], [-22.44, 27.58, -28.90], [-23.88, 28.57, -28.65], [-23.83, 25.93, -31.42], [-22.58, 25.93, -30.24], [-14.66, 23.92, -18.75], [-13.70, 23.44, -19.46], [-12.52, 24.00, -19.19], [-13.82, 22.43, -20.21], [-14.68, 24.60, -18.01], [-15.53, 23.52, -19.07], [-11.65, 23.51, -19.34], [-12.55, 24.89, -18.71], [-20.60, 20.44, -20.58], [-21.40, 19.81, -21.41], [-20.77, 18.97, -22.28], [-22.58, 19.99, -21.48], [-19.63, 20.18, -20.66], [-21.03, 21.09, -19.94], [-19.85, 18.56, -22.14], [-21.46, 18.60, -22.91], [-15.72, 21.01, -32.34], [-16.28, 22.16, -32.08], [-15.46, 23.14, -32.16], [-17.43, 22.34, -31.75], [-14.74, 20.87, -32.13], [-16.38, 20.25, -32.33], [-15.85, 24.05, -31.97], [-14.53, 23.02, -32.53], [-12.60, 24.38, -25.73], [-11.65, 25.24, -26.06], [-11.21, 25.08, -27.32], [-11.21, 26.12, -25.35], [-13.23, 23.88, -26.35], [-12.96, 24.59, -24.82], [-10.24, 25.28, -27.53], [-11.63, 24.32, -27.84], [-15.75, 17.17, -25.99], [-14.98, 18.17, -25.79], [-13.97, 17.82, -25.08], [-15.25, 19.25, -26.24], [-15.37, 16.24, -25.90], [-16.60, 17.20, -26.54], [-13.81, 16.83, -25.05], [-13.28, 18.56, -25.05], [-14.39, 30.11, -29.48], [-15.65, 29.99, -29.82], [-16.17, 31.13, -30.12], [-16.24, 28.96, -29.96], [-13.96, 31.01, -29.34], [-13.79, 29.30, -29.44], [-17.01, 31.00, -30.68], [-15.58, 31.93, -30.29], [-19.28, 24.95, -24.00], [-18.89, 25.65, -24.99], [-18.34, 24.96, -25.90], [-18.95, 26.88, -25.15], [-19.08, 23.96, -24.00], [-19.71, 25.32, -23.17], [-18.17, 23.96, -25.88], [-18.03, 25.50, -26.69]],
  "mulliken_charge": [-0.4114, 0.6254, -0.4139, -0.6310, 0.2386, 0.2139, 0.2210, 0.1578, -0.4667, 0.5793, -0.3624, -0.5925, 0.2093, 0.2326, 0.2092, 0.1901, -0.4147, 0.6485, -0.3903, -0.6329, 0.2278, 0.1519, 0.1799, 0.2303, -0.3597, 0.6295, -0.3626, -0.6951, 0.1699, 0.2373, 0.1677, 0.2130, -0.3821, 0.6705, -0.3880, -0.6822, 0.1813, 0.2222, 0.2087, 0.1706, -0.3771, 0.6581, -0.3915, -0.6924, 0.1855, 0.2287, 0.2153, 0.1733, -0.4001, 0.6384, -0.4453, -0.6199, 0.1791, 0.2266, 0.1958, 0.2264, -0.4354, 0.6383, -0.3868, -0.6634, 0.2090, 0.2321, 0.2254, 0.1813, -0.3972, 0.5747, -0.3990, -0.6313, 0.2044, 0.2332, 0.2352, 0.1803, -0.3904, 0.6236, -0.3776, -0.6608, 0.1447, 0.2171, 0.1907, 0.2518, -0.3841, 0.6459, -0.4317, -0.6336, 0.1635, 0.2050, 0.2377, 0.1968, -0.3301, 0.6997, -0.3804, -0.7343, 0.1569, 0.2084, 0.1585, 0.2202],
  "e_above_lowest_kj_mol": 1180.01,
  "energy_ha": -2703.211545,
  "smiles": "NC(N)=O.NC(N)=O.NC(N)=O.NC(N)=O.NC(N)=O.NC(N)=O.NC(N)=O.NC(N)=O.NC(N)=O.NC(N)=O.NC(N)=O.NC(N)=O",
  "e_lumo_ev": -0.2,
  "homo_energy_ev": -9.2
}



# 4
{
  "formula": "FHN2O2S",
  "method": "ωB97M-V/def2-TZVPD",
  "species": ["N", "N", "O", "O", "F", "S", "H"],
  "coordinates": [[1.12, 0.73, 0.00], [-0.57, -1.09, -0.49], [2.07, 0.98, -0.71], [0.54, 1.33, 0.87], [-0.03, -2.24, -0.09], [-1.44, -0.32, 0.63], [-1.69, 0.60, -0.21]],
  "mulliken_charge": [0.7414, -0.0881, -0.4306, -0.3775, -0.1220, 0.0609, 0.2160],
  "e_above_lowest_kj_mol": 441.70,
  "energy_ha": -758.373661,
  "e_lumo_ev": [-0.7, -1.7],
  "homo_energy_ev": [-10.3, -8.7]
}



Q: Number 3 is which compound?
A: C12H48N24O12



Repeat the first record exactly.
{
  "formula": "C21H35FIrP2",
  "method": "ωB97M-V/def2-TZVPD",
  "species": ["P", "P", "C", "C", "H", "H", "H", "H", "C", "H", "H", "H", "C", "H", "H", "H", "C", "H", "H", "H", "C", "H", "H", "H", "Ir", "C", "C", "C", "C", "C", "C", "C", "C", "C", "H", "H", "H", "H", "H", "H", "H", "H", "H", "H", "H", "H", "H", "H", "H", "F", "C", "C", "C", "C", "C", "C", "H", "H", "H", "H"],
  "coordinates": [[-0.89, 1.42, -0.99], [-1.84, -1.47, -0.51], [-0.37, 0.03, -1.99], [-1.35, -1.02, -2.29], [2.76, 0.74, -2.11], [0.42, 0.25, -2.72], [-2.27, -0.65, -2.81], [-0.98, -1.94, -2.79], [-0.83, -2.93, -0.25], [-0.96, -3.31, 0.78], [0.23, -2.63, -0.40], [-1.08, -3.76, -0.95], [-3.56, -1.89, -0.75], [-3.61, -2.32, -1.75], [-4.20, -0.99, -0.66], [-3.86, -2.59, 0.05], [0.37, 2.52, -2.38], [0.17, 3.58, -2.38], [0.07, 2.12, -3.36], [1.44, 2.34, -2.28], [-2.23, 2.33, -1.99], [-3.08, 1.69, -2.25], [-1.74, 2.70, -2.90], [-2.57, 3.21, -1.41], [-1.73, 0.23, 0.62], [2.96, -0.74, -0.71], [3.48, -0.05, -1.87], [4.91, 0.54, -1.70], [5.02, 1.64, -0.65], [3.90, 2.64, -0.68], [2.70, 2.43, -0.15], [2.30, 1.32, 0.81], [2.79, -0.16, 0.61], [-3.63, 1.01, 0.85], [2.80, -1.82, -0.78], [3.47, -0.74, -2.73], [5.23, 0.94, -2.66], [5.60, -0.29, -1.47], [5.12, 1.18, 0.33], [5.96, 2.17, -0.83], [4.14, 3.56, -1.20], [1.90, 3.15, -0.34], [1.18, 1.29, 0.81], [2.58, 1.59, 1.85], [3.70, -0.23, 1.22], [2.05, -0.82, 1.11], [-4.15, 0.06, 1.19], [-4.13, 1.51, 0.00], [-3.55, 1.73, 1.70], [-2.90, -2.39, 6.34], [-2.53, -2.08, 5.04], [-3.40, -2.35, 3.99], [-3.05, -1.89, 2.71], [-1.97, -1.06, 2.48], [-0.98, -1.05, 3.47], [-1.27, -1.46, 4.79], [-4.30, -2.95, 4.18], [-3.68, -2.25, 1.89], [0.03, -0.72, 3.24], [-0.57, -1.37, 5.62]],
  "lowdin_spin": [0.2137, 0.1137, 0.6650, 0.1041, 0.0351, 0.0334, 0.0340, 0.0023, 0.0373, 0.0011, 0.0047, 0.0055, 0.0131, 0.0008, 0.0002, 0.0008, 0.0490, 0.0017, 0.0072, 0.0064, 0.1082, 0.0010, 0.0070, 0.0034, 0.9245, 0.6196, 0.1173, 0.0731, 0.0614, 0.3487, 0.3440, 0.0837, 0.1419, 0.2856, 0.0328, 0.0000, 0.0072, -0.0001, 0.0218, 0.0023, 0.0122, 0.0093, 0.0203, 0.0281, 0.0407, 0.0172, 0.0363, 0.0262, 0.0235, 0.0056, 0.0159, 0.0073, 0.0403, 0.1571, 0.0348, 0.0024, 0.0007, 0.0031, 0.0063, 0.0001],
  "e_above_lowest_kj_mol": 256.84,
  "energy_ha": -1707.086066,
  "charge": 2,
  "multiplicity": 6,
  "e_lumo_ev": [-7.2, -10.6],
  "homo_energy_ev": [-12.7, -14.1]
}